Record 1
The following is a DFT calculation (the ωB97M-V functional and the def2-TZVPD basis) of a 2-piece molecular cluster, Cl2H2OSi overall.

```
6
Properties=species:S:1:pos:R:3:forces:R:3
O 2.6267 1.6396 0.1727 0.04 -0.19 -0.05
Si -1.0791 -0.2753 0.0447 -0.22 1.57 0.54
Cl 1.8229 0.2963 0.0267 0.75 0.36 0.11
Cl -0.6082 -2.2300 0.0524 -0.19 -0.97 0.17
H -2.1256 0.3501 0.9997 0.48 -0.82 -1.16
H -0.6368 0.2193 -1.2963 -0.86 0.06 0.39
```
Forces are in eV/Å.

## Properties
**Energy above the lowest of the compared OMol25 structures with the same formula, charge and spin**: 107.9 kJ/mol
**Multiplicity**: 3
**Charge**: 0
**HOMO (alpha / beta)**: -6.8860 / -10.4115 eV
**Expectation value of S²**: 2.01

Record 2
The following is a DFT calculation (the ωB97M-V functional and the def2-TZVPD basis) of a 2-piece molecular cluster, Cl2H2S2Si overall.

```
7
Properties=species:S:1:pos:R:3:forces:R:3
Si 1.1621 -0.3544 -2.3338 -1.62 -0.56 3.53
S -1.5431 -1.0328 -0.4225 -0.56 2.39 -3.40
S 2.3773 0.4717 -0.6839 -0.44 -0.28 -1.15
Cl 1.4026 -2.2834 -2.8310 0.28 0.29 -0.29
Cl 0.5184 0.9064 -3.7263 0.32 0.06 -0.16
H -0.8001 -1.6761 0.3297 2.19 -1.90 2.18
H 1.9667 -0.3352 0.3308 -0.18 0.01 -0.70
```
Forces are in eV/Å.

## Properties
**Energy above the lowest of the compared OMol25 structures with the same formula, charge and spin**: 166.0 kJ/mol
**Charge**: 0
**HOMO**: -8.0974 eV

Record 3
The following is a DFT calculation (the ωB97M-V functional and the def2-TZVPD basis) of a 2-piece molecular cluster, Cl2H4Si2 overall.

```
8
Properties=species:S:1:pos:R:3:forces:R:3
Si -1.4303 -0.5267 0.8007 -0.84 0.59 0.41
Si 2.6031 -2.2618 1.7000 -0.08 0.11 -0.83
Cl 3.5736 -1.4500 -0.0263 -0.25 -0.42 0.60
Cl 0.3025 -0.4505 -0.2331 0.39 -0.06 -0.88
H -0.8993 -0.3270 2.1123 0.01 0.74 1.03
H -2.4628 0.5020 0.3404 0.71 -0.72 0.20
H -1.9561 -1.8585 1.0317 -0.37 -0.53 -0.71
H 1.5530 -3.1121 0.9241 0.44 0.28 0.18
```
Forces are in eV/Å.

## Properties
**Energy above the lowest of the compared OMol25 structures with the same formula, charge and spin**: 157.6 kJ/mol
**Charge**: 0
**HOMO**: -9.0592 eV

Record 4
The following is a DFT calculation (the ωB97M-V functional and the def2-TZVPD basis) of Cl2H8NiO4 as an isolated structure.

```
15
Properties=species:S:1:pos:R:3:forces:R:3
Ni -0.3764 0.1013 -0.3930 -0.33 0.93 -1.49
Cl -2.4263 -0.6750 -1.1434 0.23 -0.04 0.23
Cl 0.2092 1.7493 -2.0003 -0.19 -0.18 0.35
O -1.3352 1.5307 0.7504 0.00 0.01 0.94
H -1.0262 2.4352 0.8488 0.06 0.08 -0.37
H -2.2975 1.5508 0.7331 -0.10 -0.19 -0.34
O 0.6804 -1.3101 -1.6042 0.43 -0.24 0.57
H 1.5450 -1.5866 -1.2940 0.19 -0.05 -0.17
H 0.4324 -1.9118 -2.3096 -0.42 0.11 -0.12
O 1.5303 0.8196 0.5595 0.08 -0.46 0.41
H 2.3273 0.2868 0.5215 0.12 0.00 -0.02
H 1.7775 1.6267 1.0159 -0.09 0.24 -0.17
O -0.3132 -1.2710 1.1733 0.38 -0.26 0.28
H -0.4525 -1.1267 2.1112 -0.10 0.16 0.07
H -0.2746 -2.2191 1.0308 -0.26 -0.10 -0.17
```
Forces are in eV/Å.

## Properties
**Energy above the lowest of the compared OMol25 structures with the same formula, charge and spin**: 0.0 kJ/mol
**Multiplicity**: 3
**Charge**: 0
**HOMO (alpha / beta)**: -8.2670 / -8.3061 eV
**Expectation value of S²**: 2.00

Record 5
The following is a DFT calculation (the ωB97M-V functional and the def2-TZVPD basis) of a 2-piece molecular cluster, Cl2HINP overall.

```
6
Properties=species:S:1:pos:R:3:forces:R:3
N -1.3880 1.2482 -0.5061 0.41 -1.07 -2.06
P -1.2019 -0.3073 -0.5994 -0.69 0.32 2.71
Cl -0.0204 -1.0432 1.0466 -0.42 0.28 -0.74
Cl -0.2410 -0.9734 -2.1474 0.85 -0.23 -1.51
I 4.1646 -0.5197 1.7977 -0.06 0.00 -0.02
H -1.3133 1.5954 0.4086 -0.10 0.71 1.61
```
Forces are in eV/Å.

## Properties
**Energy above the lowest of the compared OMol25 structures with the same formula, charge and spin**: 95.7 kJ/mol
**Charge**: 0
**HOMO (alpha / beta)**: -10.2961 / -9.3260 eV

Record 6
The following is a DFT calculation (the ωB97M-V functional and the def2-TZVPD basis) of a 2-piece molecular cluster, Cl2HNOS overall.

```
6
Properties=species:S:1:pos:R:3:forces:R:3
N 0.4250 0.1270 -0.3597 0.38 0.57 0.40
O 0.2794 2.6198 1.3093 0.49 1.53 0.03
S -0.4302 1.5036 1.8598 -0.67 -1.46 0.94
Cl 0.5491 0.8303 3.5781 -0.18 0.10 -0.57
Cl 1.2694 1.5111 -0.7441 0.66 -0.43 -0.64
H -0.4410 0.3302 -0.8442 -0.69 -0.31 -0.16
```
Forces are in eV/Å.

## Properties
**Energy above the lowest of the compared OMol25 structures with the same formula, charge and spin**: 163.0 kJ/mol
**Charge**: 0
**HOMO (alpha / beta)**: -10.0073 / -9.3637 eV

Record 7
The following is a DFT calculation (the ωB97M-V functional and the def2-TZVPD basis) of a 2-piece molecular cluster, Cl2HNS overall.

```
5
Properties=species:S:1:pos:R:3:forces:R:3
N -1.6203 -0.6109 1.0730 -0.04 -0.08 0.75
S -1.5650 -2.1293 0.7947 0.03 0.56 -0.50
Cl 2.4825 0.4900 -0.6412 0.15 -0.77 0.25
Cl -1.5615 0.5872 -0.1948 0.02 -0.48 -0.26
H 2.2642 1.6630 -1.0316 -0.15 0.75 -0.24
```
Forces are in eV/Å.

## Properties
**Energy above the lowest of the compared OMol25 structures with the same formula, charge and spin**: 114.8 kJ/mol
**Structure (SMILES)**: S=NCl.Cl
**Charge**: 0
**HOMO**: -9.2785 eV

Record 8
The following is a DFT calculation (the ωB97M-V functional and the def2-TZVPD basis) of a 2-piece molecular cluster, Cl2HNS overall.

```
5
Properties=species:S:1:pos:R:3:forces:R:3
N -2.0814 1.9229 1.1583 -0.28 0.66 0.79
S -1.7336 0.9531 0.1768 0.29 -0.96 -0.76
Cl 3.2773 -0.5221 -0.8175 0.12 0.12 0.06
Cl -1.7595 -1.1563 0.7516 0.00 0.30 -0.04
H 2.2972 -1.1976 -1.2691 -0.14 -0.12 -0.06
```
Forces are in eV/Å.

## Properties
**Energy above the lowest of the compared OMol25 structures with the same formula, charge and spin**: 17.6 kJ/mol
**Charge**: 0
**HOMO**: -10.7565 eV

Record 9
The following is a DFT calculation (the ωB97M-V functional and the def2-TZVPD basis) of a 2-piece molecular cluster, Cl2NO2S overall.

```
6
Properties=species:S:1:pos:R:3:forces:R:3
N 3.0678 -0.1689 -0.6906 0.49 -0.10 -1.83
O -2.7445 0.4411 -1.1426 0.93 -0.38 1.86
O -3.5364 -0.1340 1.1046 1.78 0.27 -0.73
S -2.3820 0.1361 0.2433 -2.60 0.10 -1.15
Cl 3.4258 1.1111 0.3793 0.15 0.89 1.03
Cl 2.1693 -1.3855 0.1061 -0.74 -0.78 0.82
```
Forces are in eV/Å.

## Properties
**Energy above the lowest of the compared OMol25 structures with the same formula, charge and spin**: 113.2 kJ/mol
**Charge**: -1
**HOMO (alpha / beta)**: -2.0855 / -2.0863 eV

Record 10
The following is a DFT calculation (the ωB97M-V functional and the def2-TZVPD basis) of Cl2NO2S as an isolated structure.

```
6
Properties=species:S:1:pos:R:3:forces:R:3
N 2.2092 0.6982 0.3886 -0.38 1.07 0.60
O -1.4000 0.8394 -1.0496 0.35 -0.43 0.41
O -2.2770 -1.0274 0.3395 3.01 1.36 -1.67
S -1.1114 -0.4502 -0.4513 -3.32 -1.00 1.12
Cl 2.9581 -0.3992 -0.6892 0.36 -0.86 -0.57
Cl 0.9539 -0.1218 1.3026 -0.02 -0.14 0.11
```
Forces are in eV/Å.

## Properties
**Energy above the lowest of the compared OMol25 structures with the same formula, charge and spin**: 77.8 kJ/mol
**Charge**: -1
**HOMO (alpha / beta)**: -3.0959 / -3.0947 eV

Record 11
The following is a DFT calculation (the ωB97M-V functional and the def2-TZVPD basis) of an isolated ion of composition Cl2NO3P and charge -2.

```
7
Properties=species:S:1:pos:R:3:forces:R:3
N -0.3192 -0.8236 0.9344 -0.69 -2.36 0.84
O 1.7154 -0.2752 -0.5415 -0.68 -0.58 -0.38
O -1.4178 -1.2518 1.2339 0.06 0.03 -1.41
O -0.0960 1.5403 -0.4154 -0.85 1.16 -0.55
P 0.2803 0.1353 -0.5261 1.90 1.00 -0.28
Cl 0.0036 0.6838 2.3784 0.49 1.18 1.46
Cl -0.1664 -0.0087 -3.0636 -0.23 -0.43 0.31
```
Forces are in eV/Å.

## Properties
**Energy above the lowest of the compared OMol25 structures with the same formula, charge and spin**: 142.9 kJ/mol
**Structure (SMILES)**: O=[P@@]([O-])(Cl)N([O-])Cl
**Charge**: -2
**HOMO (alpha / beta)**: -0.1626 / 0.2877 eV

Record 12
The following is a DFT calculation (the ωB97M-V functional and the def2-TZVPD basis) of Cl2Na2 as an isolated structure.

```
4
Properties=species:S:1:pos:R:3:forces:R:3
Na -0.2842 -0.0064 0.3303 -0.73 0.61 1.67
Na 0.9291 -0.9980 -2.2073 0.46 0.74 -0.03
Cl 1.4066 1.7824 -0.6004 -0.44 -1.47 -0.61
Cl -2.0514 -0.7781 2.4774 0.70 0.11 -1.02
```
Forces are in eV/Å.

## Properties
**Charge**: 0
**HOMO**: -7.9239 eV

What did the third record say?
The following is a DFT calculation (the ωB97M-V functional and the def2-TZVPD basis) of a 2-piece molecular cluster, Cl2H4Si2 overall.

```
8
Properties=species:S:1:pos:R:3:forces:R:3
Si -1.4303 -0.5267 0.8007 -0.84 0.59 0.41
Si 2.6031 -2.2618 1.7000 -0.08 0.11 -0.83
Cl 3.5736 -1.4500 -0.0263 -0.25 -0.42 0.60
Cl 0.3025 -0.4505 -0.2331 0.39 -0.06 -0.88
H -0.8993 -0.3270 2.1123 0.01 0.74 1.03
H -2.4628 0.5020 0.3404 0.71 -0.72 0.20
H -1.9561 -1.8585 1.0317 -0.37 -0.53 -0.71
H 1.5530 -3.1121 0.9241 0.44 0.28 0.18
```
Forces are in eV/Å.

## Properties
**Energy above the lowest of the compared OMol25 structures with the same formula, charge and spin**: 157.6 kJ/mol
**Charge**: 0
**HOMO**: -9.0592 eV

Which value of charge does entry 12 give?
0